# 1
{
  "formula": "C6H11ClOSi",
  "method": "ωB97M-V with the def2-TZVPD basis set",
  "symbols": ["C", "C", "C", "C", "C", "C", "O", "Si", "Cl", "H", "H", "H", "H", "H", "H", "H", "H", "H", "H", "H"],
  "positions_angstrom": [[1.6428, 1.7986, 0.9103], [0.7103, -1.2324, -2.2016], [1.5383, 0.9214, -0.1115], [0.3122, -1.1927, -0.9350], [-1.6331, 1.3704, -0.8316], [0.6098, -0.2030, 0.0694], [-0.0802, -0.2754, 1.2208], [-0.9375, -1.5032, 1.8819], [-2.5425, 1.2098, 0.5610], [2.1137, 2.6949, 0.8045], [1.2591, 1.7270, 1.8907], [0.3836, -2.0455, -2.6979], [1.1893, -0.4688, -2.6028], [2.0094, 1.3153, -1.0045], [-0.4255, -1.9483, -0.6790], [-0.6628, 1.8370, -0.8298], [-1.9633, 1.1196, -1.8784], [-0.1222, -2.5875, 2.3724], [-2.1378, -1.8645, 1.0433], [-1.2635, -0.6726, 3.0177]],
  "atomic_forces_ev_per_a": [[-0.471, -1.423, -0.251], [-1.087, -0.822, 2.820], [-1.382, 0.320, 1.898], [-0.301, 0.609, 1.274], [0.482, -0.003, -2.369], [0.498, -0.167, -1.877], [1.554, 0.523, -0.647], [-1.117, 0.736, 0.305], [-0.383, 0.144, -0.072], [1.636, 2.274, -0.729], [-0.771, -0.796, 0.770], [-0.772, -2.282, -2.257], [2.478, 3.034, -2.081], [-0.230, -1.065, -0.481], [0.188, -0.167, 0.441], [-0.127, 0.224, 0.682], [-0.351, -0.026, 1.667], [0.349, -0.730, -0.231], [0.579, -0.171, 0.342], [-0.771, -0.212, 0.797]],
  "relative_energy_kcal_mol": 103.1,
  "multiplicity": 1,
  "total_charge": 0,
  "homo_energy_ev": [-6.89, -7.96],
  "energy_ha": -1059.96297
}

# 2
{
  "formula": "C5H6ClN",
  "method": "ωB97M-V with the def2-TZVPD basis set",
  "symbols": ["C", "C", "C", "C", "C", "N", "Cl", "H", "H", "H", "H", "H", "H"],
  "positions_angstrom": [[0.0632, -2.1099, -0.7098], [-1.0088, -0.1640, 0.3287], [0.0289, -0.6925, -0.2329], [-1.2593, 1.1964, 1.0411], [1.7069, 0.0301, -0.6817], [0.1693, -3.2039, -1.0597], [1.9550, 1.8172, -0.9012], [-1.9807, -0.6299, 0.0696], [-0.5601, 1.9724, 0.8049], [-1.1292, 0.9453, 2.1242], [-2.3434, 1.5237, 1.0203], [2.5816, -0.3059, -0.1299], [1.7766, -0.3790, -1.6736]],
  "atomic_forces_ev_per_a": [[0.366, 4.761, 2.146], [-10.397, 5.751, 4.324], [12.183, -6.296, -5.686], [-0.577, -2.452, 1.229], [-2.699, -0.281, -0.695], [-0.050, -1.192, -0.553], [-0.641, -0.836, 0.375], [0.559, 0.437, -0.332], [0.304, 0.405, -0.315], [0.177, 0.536, -0.310], [1.373, -0.417, -0.565], [-0.730, -0.292, 0.726], [0.131, -0.124, -0.344]],
  "relative_energy_kcal_mol": 30.2,
  "multiplicity": 3,
  "total_charge": 0,
  "homo_energy_ev": [-6.23, -10.87],
  "energy_ha": -708.81606
}

# 3
{
  "formula": "C26H34F2N8O2P2",
  "method": "ωB97M-V with the def2-TZVPD basis set",
  "symbols": ["N", "P", "P", "N", "C", "O", "F", "C", "O", "F", "H", "H", "H", "H", "C", "C", "C", "N", "C", "H", "H", "H", "H", "H", "C", "C", "C", "N", "C", "H", "H", "H", "H", "H", "C", "C", "C", "N", "C", "H", "H", "H", "H", "H", "C", "C", "C", "N", "C", "H", "H", "H", "H", "H", "C", "C", "C", "N", "C", "H", "H", "H", "H", "H", "C", "C", "C", "N", "C", "H", "H", "H", "H", "H"],
  "positions_angstrom": [[-1.6945, 0.5582, 2.8306], [-3.1357, -0.1210, 2.8639], [-4.4413, 0.9468, 1.4766], [-6.1625, 0.6759, 1.7980], [-6.5067, -0.6773, 1.6995], [-5.7976, -1.5864, 1.7503], [-7.8031, -0.8806, 1.5655], [-6.6275, 1.2629, 3.0218], [-7.0406, 2.3184, 3.0795], [-6.5494, 0.4711, 4.0827], [-1.6766, 1.3584, 2.1969], [-3.6358, -0.1094, 4.1923], [-2.9528, -1.4705, 2.4608], [-4.2164, 2.3188, 1.7716], [-1.5704, -1.5853, -2.7460], [-1.3789, -0.6508, -1.6942], [-2.3227, -0.9147, -0.7389], [-3.0809, -1.9700, -1.1727], [-2.6252, -2.3875, -2.3938], [-0.9984, -1.6603, -3.6571], [-0.6329, 0.1258, -1.6460], [-2.5230, -0.4448, 0.2093], [-3.8519, -2.3750, -0.6721], [-3.0900, -3.2145, -2.9051], [0.6991, -4.0950, -6.6979], [-0.6055, -4.6501, -6.7661], [-1.1097, -4.6636, -5.4921], [-0.1593, -4.1425, -4.6572], [0.9439, -3.7892, -5.3847], [1.3795, -3.9371, -7.5186], [-1.1158, -4.9988, -7.6491], [-2.0591, -4.9987, -5.1088], [-0.2573, -4.0345, -3.6625], [1.8052, -3.3534, -4.9065], [-0.1981, 1.6884, 5.9358], [0.2289, 2.4230, 7.0745], [-0.7741, 3.3006, 7.3927], [-1.7865, 3.1279, 6.4862], [-1.4417, 2.1440, 5.5979], [0.3457, 0.9131, 5.4206], [1.1643, 2.3185, 7.5999], [-0.8543, 4.0311, 8.1803], [-2.6472, 3.6438, 6.4747], [-2.0983, 1.8453, 4.7978], [4.3316, 0.8598, 3.2001], [4.1286, 0.7386, 1.7998], [2.7785, 0.8122, 1.5756], [2.1590, 0.9689, 2.7841], [3.0977, 1.0037, 3.7789], [5.2745, 0.8440, 3.7224], [4.8871, 0.6118, 1.0438], [2.2073, 0.7654, 0.6633], [1.1643, 1.0463, 2.9215], [2.8042, 1.1257, 4.8082], [0.0737, 2.2733, -4.1627], [-1.3349, 2.0932, -4.1425], [-1.8993, 3.3178, -3.9028], [-0.8860, 4.2301, -3.7733], [0.3188, 3.6020, -3.9348], [0.8212, 1.5142, -4.3269], [-1.8713, 1.1696, -4.2878], [-2.9297, 3.6185, -3.8124], [-1.0082, 5.2090, -3.5887], [1.2426, 4.1526, -3.8730], [7.1281, -2.0237, -1.9964], [7.5724, -2.3706, -0.6932], [7.6980, -1.2073, 0.0180], [7.3514, -0.1700, -0.8056], [6.9982, -0.6609, -2.0337], [6.9260, -2.6979, -2.8126], [7.7755, -3.3612, -0.3206], [8.0037, -1.0269, 1.0349], [7.3549, 0.8004, -0.5487], [6.6873, 0.0005, -2.8251]],
  "atomic_forces_ev_per_a": [[-0.919, 0.246, -0.676], [2.008, 0.703, 0.940], [0.079, -0.575, -1.685], [0.318, -0.080, 1.288], [-1.411, 1.352, -0.009], [2.603, -2.409, -0.201], [-0.729, 0.720, 0.045], [0.607, -2.652, -1.347], [-1.472, 4.413, 0.616], [0.263, -0.822, 0.196], [0.296, -0.042, 0.208], [-0.329, -0.503, -0.293], [-0.966, 0.180, 0.182], [-0.438, -0.450, 0.722], [0.017, -0.070, -0.056], [0.048, 0.045, 0.120], [-0.017, -0.092, 0.003], [0.036, 0.009, 0.019], [-0.032, -0.043, -0.015], [-0.047, 0.029, -0.008], [-0.030, -0.003, -0.022], [0.179, -0.057, -0.200], [0.036, 0.008, -0.013], [0.000, 0.046, -0.026], [0.058, 0.047, 0.013], [-0.080, -0.020, -0.005], [-0.016, -0.018, 0.078], [0.004, -0.018, -0.056], [0.032, -0.006, 0.071], [-0.015, 0.003, 0.020], [0.007, 0.011, 0.022], [0.019, -0.014, -0.033], [-0.012, 0.043, -0.042], [-0.005, -0.020, -0.027], [0.104, -0.050, -0.036], [-0.020, 0.049, 0.072], [-0.013, 0.059, 0.000], [0.102, -0.086, 0.058], [-0.261, 0.106, 0.003], [-0.051, -0.018, 0.017], [-0.026, 0.007, -0.002], [0.032, -0.017, -0.016], [0.041, -0.022, 0.016], [0.129, 0.056, 0.018], [0.001, 0.021, 0.054], [0.020, 0.030, -0.078], [-0.064, -0.007, 0.001], [0.017, 0.058, 0.029], [-0.109, -0.024, -0.001], [-0.024, -0.003, -0.004], [-0.033, -0.042, 0.004], [0.031, -0.025, 0.010], [0.011, -0.062, 0.008], [0.041, 0.009, -0.015], [0.065, 0.025, 0.007], [-0.099, -0.009, -0.023], [-0.015, 0.039, 0.041], [0.003, -0.047, -0.031], [0.029, 0.046, 0.048], [-0.015, 0.019, -0.009], [0.011, 0.018, 0.024], [0.017, -0.030, -0.010], [0.011, -0.042, -0.025], [-0.009, -0.035, -0.001], [-0.035, 0.034, -0.063], [0.019, -0.006, 0.071], [0.044, 0.077, 0.047], [-0.037, -0.102, -0.007], [0.009, 0.082, -0.030], [0.000, 0.018, 0.017], [-0.011, 0.025, -0.001], [-0.009, -0.031, -0.019], [-0.009, -0.045, -0.004], [0.009, -0.035, 0.002]],
  "multiplicity": 1,
  "total_charge": 0,
  "homo_energy_ev": -7.93,
  "smiles": "N=[PH2]PN(C(=O)F)C(=O)F.c1cc[nH]c1.c1cc[nH]c1.c1cc[nH]c1.c1cc[nH]c1.c1cc[nH]c1.c1cc[nH]c1",
  "energy_ha": -2481.98721
}

# 4
{
  "formula": "C6H29N2O6",
  "method": "ωB97M-V with the def2-TZVPD basis set",
  "symbols": ["N", "C", "C", "C", "N", "C", "C", "C", "H", "H", "H", "H", "H", "H", "H", "H", "H", "H", "H", "H", "H", "H", "H", "H", "H", "H", "H", "O", "H", "H", "O", "H", "H", "O", "H", "H", "O", "H", "H", "O", "H", "H", "O"],
  "positions_angstrom": [[-1.2168, -2.5113, -0.1147], [-0.5503, -1.3081, -0.7482], [0.1343, -1.7511, -2.0228], [0.4694, -0.7509, 0.2379], [-0.1590, -0.3989, 1.5305], [0.7204, 1.9348, 1.8723], [-0.4996, 1.0326, 1.7355], [-1.4412, 1.5529, 0.6508], [-0.6444, -3.3538, -0.1536], [-1.3539, -2.2924, 0.8839], [-2.1557, -2.6802, -0.5255], [-1.3367, -0.5702, -0.9503], [-0.5540, -2.1927, -2.7538], [0.5776, -0.9031, -2.5481], [0.9262, -2.4874, -1.8304], [0.9787, 0.1190, -0.1852], [1.2583, -1.4940, 0.4169], [0.5074, -0.6729, 2.2438], [0.4497, 2.9676, 2.1187], [1.2732, 2.0131, 0.9380], [1.4149, 1.5206, 2.6049], [-1.0502, 1.1024, 2.6802], [-1.8415, 2.5274, 0.9647], [-0.9085, 1.6942, -0.2894], [-2.2920, 0.8879, 0.5073], [-0.7208, 2.9641, -3.3143], [-0.2604, 2.0266, -4.4237], [-0.1828, 2.1757, -3.4683], [4.5451, 1.0815, -0.4177], [3.1509, 1.4602, -0.9481], [3.6185, 1.1080, -0.1523], [-1.8944, -0.8711, 2.2275], [-3.0746, -1.5316, 3.0248], [-2.6721, -1.4628, 2.1558], [3.0224, -0.1026, 1.4259], [3.3700, -0.7331, 2.7461], [2.6474, -0.6957, 2.1100], [-4.6172, -1.6524, -0.5629], [-3.5293, -1.3341, 0.5449], [-3.6703, -1.5802, -0.3955], [1.4714, 2.0547, -2.7530], [2.7679, 2.9049, -2.7525], [2.4069, 2.0678, -2.4513]],
  "atomic_forces_ev_per_a": [[0.008, 0.167, 0.197], [0.476, -0.042, -0.352], [-0.087, -0.172, -0.722], [-0.274, 0.261, 0.594], [-0.041, -0.163, -0.115], [0.248, 0.043, -0.139], [-0.023, 0.415, -0.177], [-0.039, 0.208, 0.368], [0.121, 0.102, -0.243], [-0.271, -0.018, -0.052], [0.244, 0.223, 0.226], [0.085, -0.424, 0.118], [-0.055, -0.006, 0.272], [0.086, 0.035, 0.256], [-0.101, 0.206, 0.066], [-0.071, -0.101, -0.294], [-0.251, 0.117, 0.012], [0.068, 0.155, 0.050], [-0.089, -0.277, 0.219], [0.072, -0.134, -0.203], [-0.099, 0.247, 0.099], [0.044, -0.265, 0.055], [0.170, -0.234, -0.157], [-0.053, -0.024, -0.137], [-0.046, -0.023, -0.109], [0.104, -0.116, 0.094], [0.101, -0.047, 0.293], [-0.314, 0.114, -0.384], [-0.088, -0.044, 0.106], [0.188, -0.209, 0.409], [-0.153, 0.070, -0.316], [0.121, -0.209, -0.107], [-0.087, -0.029, 0.097], [-0.074, 0.116, 0.059], [-0.299, -0.125, -0.040], [-0.124, -0.192, 0.176], [0.715, 0.355, -0.158], [0.152, 0.072, 0.156], [-0.408, -0.189, -0.250], [-0.018, 0.071, 0.036], [0.480, 0.137, 0.074], [0.013, 0.088, -0.049], [-0.432, -0.158, -0.031]],
  "relative_energy_kcal_mol": 0.0,
  "multiplicity": 1,
  "total_charge": 1,
  "homo_energy_ev": -12.50,
  "energy_ha": -806.78302
}